1.
C22H30N4O | ωB97M-V/def2-TZVPD

The geometry in XYZ format:
```
57
Properties=species:S:1:pos:R:3:forces:R:3:mulliken_charge:R:1
C -6.726681 -2.006011 0.162958 0.033 -0.055 0.041 -1.456
C -5.314904 -1.511013 0.071666 -0.017 0.023 -0.041 1.009
C -4.451713 -2.002758 -0.898605 -0.051 0.006 0.051 -0.923
C -3.142747 -1.562720 -0.973367 0.080 0.068 0.066 -0.436
C -2.664821 -0.618702 -0.076595 -0.058 0.013 -0.104 -0.266
C -3.522133 -0.129238 0.900707 0.074 -0.035 -0.029 -0.154
C -4.830699 -0.567256 0.969444 -0.020 -0.075 -0.025 -0.970
H -5.487541 -0.173632 1.732482 -0.077 0.047 0.072 0.356
H -3.154032 0.609681 1.595448 0.028 0.121 0.079 0.435
C -1.223986 -0.167939 -0.114844 -0.052 -0.164 0.159 0.831
N -1.164316 1.277589 0.087781 0.072 -0.097 -0.054 0.453
C 0.170669 1.820048 0.249472 0.046 0.203 0.147 -0.582
C 0.087005 3.315336 0.546092 0.201 -0.182 -0.081 -1.092
N -0.572425 4.007899 -0.541659 -0.033 -0.049 0.067 -0.114
C -0.592690 5.438610 -0.337158 0.020 -0.053 -0.017 -1.065
H -1.066538 5.912755 -1.195408 -0.011 0.089 -0.003 0.337
H -1.140190 5.731988 0.573017 -0.012 0.012 0.021 0.377
H 0.431259 5.801913 -0.259176 0.015 0.088 0.014 0.335
C -1.906180 3.462980 -0.705474 0.004 -0.207 -0.238 -0.962
C -1.815668 1.973909 -1.009444 -0.251 0.296 -0.020 -0.695
H -2.819767 1.566576 -1.139542 0.068 0.048 -0.040 0.428
H -1.255567 1.836386 -1.952015 -0.060 -0.018 0.034 0.319
H -2.394617 3.975084 -1.537788 -0.026 -0.004 0.038 0.478
H -2.516493 3.608267 0.203955 -0.008 0.023 -0.036 0.351
H 1.097575 3.717721 0.655873 -0.029 -0.011 0.043 0.511
H -0.453149 3.458227 1.500037 0.047 0.003 -0.015 0.335
H 0.661033 1.340896 1.097852 0.046 -0.026 0.005 0.491
H 0.783723 1.672923 -0.659826 0.022 -0.027 0.067 0.268
C -0.467679 -0.956382 0.976041 -0.100 -0.108 -0.129 -1.907
N 0.909808 -1.230457 0.645455 0.162 0.304 0.018 0.270
C 1.279992 -2.461579 0.195701 0.166 0.126 0.026 0.303
O 0.553454 -3.433369 0.190517 -0.278 -0.273 -0.046 -0.706
N 2.577193 -2.564492 -0.268759 0.176 -0.520 -0.205 -0.073
C 3.612345 -1.629896 -0.296281 0.217 0.305 -0.036 0.403
C 4.500560 -1.643167 -1.370588 -0.123 -0.038 0.051 -0.777
C 5.537372 -0.731743 -1.423427 0.028 -0.010 0.039 -0.588
C 5.703463 0.201185 -0.415577 0.003 0.015 0.039 -0.596
C 4.846588 0.209393 0.678585 0.040 -0.010 -0.118 0.743
C 3.813365 -0.714167 0.735547 0.046 -0.056 -0.022 -0.248
H 3.181868 -0.748665 1.610716 -0.041 -0.002 0.072 0.467
C 5.031886 1.209281 1.779603 -0.009 0.027 -0.032 -1.573
H 4.486536 0.913484 2.672247 -0.013 0.023 0.089 0.363
H 4.664883 2.185706 1.461662 -0.007 0.079 0.052 0.298
H 6.085454 1.315500 2.029067 0.048 0.042 0.067 0.427
H 6.510543 0.916573 -0.467927 0.098 0.080 -0.002 0.427
H 6.219123 -0.747184 -2.260812 0.050 -0.008 -0.074 0.376
H 4.371207 -2.370261 -2.158957 -0.052 -0.050 -0.100 0.403
H 2.747677 -3.433204 -0.756299 -0.153 0.105 0.125 0.260
H 1.485627 -0.448946 0.374006 0.013 -0.096 0.021 0.196
H -0.526015 -0.414791 1.923926 -0.090 -0.022 -0.007 0.196
H -0.943007 -1.932648 1.099418 0.054 0.212 0.036 0.599
H -0.784634 -0.448103 -1.093450 -0.061 0.001 0.121 0.336
H -2.485232 -1.960462 -1.732896 0.092 -0.032 -0.095 0.402
H -4.808606 -2.738485 -1.605185 -0.051 -0.069 -0.084 0.371
H -7.110454 -2.268354 -0.820393 -0.084 -0.019 -0.036 0.386
H -6.767383 -2.898525 0.788393 -0.092 -0.053 0.024 0.264
H -7.374819 -1.253892 0.606888 -0.090 0.013 0.010 0.377
```
Forces are in eV/Å.

**Highest occupied orbital energy**: -8.486 eV
**ΔE to the lowest compared entry with this formula, charge and spin**: 25.8 kcal per mole
**Gap between HOMO and LUMO**: 9.1834 eV
**Lowest unoccupied orbital energy**: 0.697 eV


2.
CH3NO2P | ωB97M-V/def2-TZVPD

The geometry in XYZ format:
```
8
Properties=species:S:1:pos:R:3:forces:R:3:mulliken_charge:R:1
C 2.433069 -0.051457 -2.762285 -0.342 0.452 -0.660 0.467
N 1.556270 0.626901 -2.348603 -0.276 0.411 -0.228 -0.527
O 3.260372 -0.626091 -3.364627 1.022 -0.821 -0.239 -0.543
O 0.775153 0.449992 0.016751 1.199 0.171 -0.894 -0.623
P -0.342732 0.567993 1.045350 -0.901 0.054 0.895 -0.145
H 1.111152 0.646747 -1.382933 -0.245 -0.112 0.898 0.527
H -0.144796 -0.589523 1.882343 -0.012 -0.098 0.320 -0.082
H -1.440918 -0.151125 0.461578 -0.444 -0.057 -0.091 -0.075
```
Forces are in eV/Å.

**Charge**: -1
**Highest occupied orbital energy**: -3.282 eV
**ΔE to the lowest compared entry with this formula, charge and spin**: 1.0 kcal per mole
**Gap between HOMO and LUMO**: 7.1987 eV
**Lowest unoccupied orbital energy**: 3.916 eV


3.
C17H20INO11P2Ru | ωB97M-V/def2-TZVPD

The geometry in XYZ format:
```
53
Properties=species:S:1:pos:R:3:forces:R:3:mulliken_spin:R:1
Ru -0.077605 -0.326821 -0.127588 0.168 -0.034 -0.305 4.334
N 1.489564 0.364120 4.535285 0.189 -0.126 -0.092 0.000
C 2.129713 0.175625 3.203803 0.141 0.041 0.019 0.004
C 3.645903 0.417701 3.293586 -0.185 0.049 0.044 0.002
P 1.788460 -1.565690 2.668282 -0.091 -0.040 -0.154 0.022
O 3.193417 -2.351185 2.678277 -0.031 -0.016 -0.189 0.002
O 1.041928 -2.126626 3.934782 -0.057 -0.082 0.056 -0.001
O 1.128443 -1.793208 1.357288 0.108 0.077 0.361 0.012
P 1.460448 1.378068 1.975001 -0.073 0.084 0.005 -0.010
O -0.118186 1.048953 2.282212 0.056 0.101 -0.113 0.016
O 1.811354 2.756281 2.374362 0.094 -0.112 -0.052 0.006
O 1.803833 0.808342 0.612794 -0.293 0.036 0.161 0.066
H 0.978572 -1.358156 4.567709 0.084 -0.054 -0.082 0.001
H 0.662337 0.941608 4.449357 -0.070 0.056 -0.104 0.000
H 2.130654 0.845589 5.151054 0.035 0.022 0.033 0.000
H 4.118031 -0.261035 4.004074 -0.025 -0.026 0.041 0.000
H 3.807028 1.451752 3.598177 0.007 0.038 0.006 0.000
H 4.123464 0.278745 2.324802 -0.048 -0.026 -0.026 0.000
H 3.413540 -2.604241 1.768928 -0.057 0.043 0.181 0.000
H -0.744006 1.598987 1.778101 0.082 -0.105 0.054 0.001
C 0.746968 -1.500913 -1.793093 0.033 0.003 0.364 0.366
H 0.310899 -1.180987 -2.734985 0.038 -0.037 -0.006 -0.009
H 0.505410 -2.540003 -1.553600 0.058 0.043 -0.096 -0.004
H 1.826357 -1.328223 -1.747994 -0.061 -0.067 -0.076 -0.005
I -8.041138 -2.310844 3.744135 -0.028 -0.007 0.013 0.000
C -6.219173 -1.834563 2.832493 0.011 0.019 -0.016 0.001
C -6.104917 -0.644582 2.127551 0.183 -0.009 -0.052 -0.001
C -4.887259 -0.332484 1.531824 -0.117 0.062 0.061 0.003
C -3.811159 -1.204925 1.629506 0.046 0.029 -0.040 0.020
C -3.948464 -2.393458 2.331977 -0.087 -0.171 0.073 0.006
C -5.153896 -2.715433 2.947101 0.127 0.085 -0.104 -0.001
C -2.496966 -0.861418 0.984438 0.125 0.017 -0.076 -0.054
O -1.633375 -1.772869 0.845133 -0.097 0.274 -0.036 0.081
O -2.284310 0.317024 0.607688 -0.127 -0.171 0.219 0.067
H -6.946839 0.030124 2.046126 0.025 -0.017 0.003 0.000
H -4.755387 0.595301 0.987300 -0.014 -0.057 0.023 0.001
H -3.098895 -3.064408 2.387983 -0.051 0.050 0.005 0.003
H -5.260018 -3.638403 3.501455 0.005 0.021 -0.013 0.000
O 0.010534 4.378101 -1.410169 -0.031 0.067 -0.196 0.001
C -0.897355 4.124589 -2.368495 0.162 0.065 0.049 0.001
C -1.281602 5.186315 -3.190765 -0.064 0.043 -0.075 0.000
C -2.195870 4.982520 -4.207823 -0.018 -0.042 0.002 0.001
C -2.744255 3.718725 -4.432896 0.065 0.034 0.074 0.000
C -2.355111 2.667953 -3.619236 -0.069 0.012 -0.091 0.007
C -1.441277 2.850389 -2.585391 -0.030 -0.060 0.047 0.030
C -1.063534 1.684924 -1.729926 0.040 0.128 0.332 -0.102
O -1.406091 0.530386 -2.028821 -0.026 0.066 -0.171 0.052
O -0.364804 1.920568 -0.672339 -0.071 -0.150 -0.369 0.079
H 0.188868 3.524915 -0.955541 -0.091 -0.075 0.237 -0.002
H -0.841192 6.161372 -3.010232 -0.040 -0.093 -0.012 0.000
H -2.483378 5.818265 -4.838024 0.008 -0.049 0.036 0.000
H -3.461744 3.562255 -5.229511 0.042 0.009 0.035 0.000
H -2.750135 1.668732 -3.761746 0.017 0.048 0.008 0.004
```
Forces are in eV/Å.

**Charge**: -1
**Highest occupied orbital energy (spin up / spin down)**: -4.516 / -5.969 eV
**ΔE to the lowest compared entry with this formula, charge and spin**: 7.4 kcal per mole
**Expectation value of S²**: 8.754
**Gap between HOMO and LUMO (spin up / spin down)**: 6.5013 / 7.9533 eV
**Multiplicity**: 6
**Lowest unoccupied orbital energy (spin up / spin down)**: 1.985 / 1.985 eV


The lowest ΔE to the lowest compared entry with this formula, charge and spin belongs to which entry? CH3NO2P


Which of these has the highest ΔE to the lowest compared entry with this formula, charge and spin? C22H30N4O